(1)
The following is a DFT calculation (ωB97M-V with the def2-TZVPD basis set) of a single C4H8N2S molecule in a non-equilibrium geometry.

Atoms and positions in Å:
C  -2.859  0.592  -0.319
C  -0.999  0.971  1.020
C  1.316  0.829  -0.881
C  -1.238  -1.243  -0.161
N  -1.692  0.081  0.095
N  -3.818  1.023  -0.727
S  0.282  2.053  0.146
H  -0.544  0.322  1.734
H  -1.673  1.701  1.431
H  2.223  1.354  -0.674
H  1.159  -0.086  -0.283
H  0.955  0.940  -1.889
H  -1.482  -1.417  -1.176
H  -0.114  -1.293  -0.107
H  -1.669  -1.959  0.476

Properties
HOMO-LUMO gap in eV: 9.59
E_tot in eV: -18091.2871
Strongest force on any atom in eV Å⁻¹: 3.9
Charge: 0
Structure (SMILES): CSCN(C)C#N
Spin multiplicity: 1
Energy relative to the best compared isomer or geometry (same formula, charge and spin) in eV: 2.455

natural (NBO) population analysis, charges in e, atoms 1 to 2:
1. C 0.42
2. C -0.29

***

(2)
The following is a DFT calculation (ωB97M-V with the def2-TZVPD basis set) of a single C4H8N2S molecule in a non-equilibrium geometry.

Atoms and positions in Å:
C  -1.025  0.829  0.423
C  0.362  0.863  0.100
C  2.372  -0.634  -0.171
C  1.114  -1.446  -0.183
H  -1.700  -1.665  0.287
H  -1.039  0.522  1.441
H  -1.845  1.614  0.138
H  2.132  1.697  -0.159
H  2.441  -0.018  -1.115
H  3.286  -1.172  0.379
H  0.804  -2.167  0.477
H  0.483  -1.545  -1.122
N  0.995  1.849  -0.429
N  1.114  -0.226  0.720
S  -2.266  -0.393  -0.211

Properties
HOMO-LUMO gap in eV: 9.96
E_tot in eV: -18088.9847
Strongest force on any atom in eV Å⁻¹: 4.9
Charge: 0
Structure (SMILES): [H]/N=C(/CS)N1CC1
Spin multiplicity: 1
Energy relative to the best compared isomer or geometry (same formula, charge and spin) in eV: 4.758

natural (NBO) population analysis, charges in e, atoms 1 to 2:
1. C -0.57
2. C 0.36

***

(3)
The following is a DFT calculation (ωB97M-V with the def2-TZVPD basis set) of a molecular structure, C4H8N2S in a non-equilibrium geometry.

Atoms and positions in Å:
C  1.008  -0.112  -0.452
C  -1.675  1.477  0.401
C  -0.644  -1.780  0.010
C  -0.320  -0.437  -0.704
N  1.709  0.986  -0.683
N  2.799  0.717  0.091
S  2.109  -0.824  0.688
H  -0.714  2.007  0.503
H  -2.075  1.039  1.310
H  -2.517  1.693  -0.370
H  -1.755  -1.595  0.155
H  -0.076  -1.812  0.920
H  -0.428  -2.591  -0.660
H  -0.896  -0.154  -1.620
H  3.475  1.386  0.410

Properties
HOMO-LUMO gap (alpha / beta) in eV: 8.11 / 7.64
E_tot in eV: -18087.0825
Strongest force on any atom in eV Å⁻¹: 4.0
Charge: 0
Spin multiplicity: 1
Energy relative to the best compared isomer or geometry (same formula, charge and spin) in eV: 6.660

natural (NBO) population analysis, charges in e, atoms 1 to 2:
1. C -0.12
2. C -0.57

***

(4)
The following is a DFT calculation (ωB97M-V with the def2-TZVPD basis set) of a single C4H8N2S molecule in a non-equilibrium geometry.

Atoms and positions in Å:
C  -1.663  1.515  -0.044
C  -1.686  0.006  -0.012
C  1.758  -0.704  -0.705
C  1.805  -0.483  0.753
H  -1.013  1.932  0.748
H  -1.252  1.855  -1.050
H  -2.665  1.917  0.106
H  -0.486  -1.606  0.053
H  1.487  -1.651  -1.162
H  2.463  -0.118  -1.279
H  2.425  0.233  1.273
H  1.581  -1.363  1.409
N  -0.469  -0.601  -0.047
N  0.741  0.098  -0.073
S  -3.027  -1.030  0.032

Properties
HOMO-LUMO gap in eV: 9.06
E_tot in eV: -18090.9200
Strongest force on any atom in eV Å⁻¹: 2.1
Charge: 0
Structure (SMILES): CC(=S)NN1CC1
Spin multiplicity: 1
Energy relative to the best compared isomer or geometry (same formula, charge and spin) in eV: 2.822

natural (NBO) population analysis, charges in e, atoms 1 to 2:
1. C -0.69
2. C 0.17

***

(5)
The following is a DFT calculation (ωB97M-V with the def2-TZVPD basis set) of a single C4H8N2S2 molecule in a non-equilibrium geometry.

Atoms and positions in Å:
C  -1.855  0.544  0.577
C  -0.561  0.293  -0.165
C  -2.043  -0.226  -2.647
C  0.730  0.291  0.728
H  -2.587  1.001  -0.078
H  -1.819  1.184  1.480
H  -2.247  -0.455  0.831
H  -0.293  1.074  -0.947
H  -0.532  -1.868  -0.303
H  -1.865  0.866  -2.541
H  -2.709  -0.470  -3.476
H  1.475  -1.116  -1.036
N  -0.637  -0.949  -0.882
N  -1.522  -1.140  -1.952
S  2.108  -0.654  0.113
S  0.896  1.215  2.072

Properties
HOMO-LUMO gap in eV: 8.47
E_tot in eV: -28926.0822
Strongest force on any atom in eV Å⁻¹: 3.0
Charge: 0
Structure (SMILES): C=NN[C@@H](C)C(=S)S
Spin multiplicity: 1
Energy relative to the best compared isomer or geometry (same formula, charge and spin) in eV: 2.226

natural (NBO) population analysis, charges in e, atoms 1 to 2:
1. C -0.64
2. C -0.16

***

(6)
The following is a DFT calculation (ωB97M-V with the def2-TZVPD basis set) of a single C4H8N2Si molecule in a non-equilibrium geometry.

Atoms and positions in Å:
C  -2.187  -0.188  1.391
C  -2.048  -1.456  1.398
C  -0.140  -0.046  -0.039
C  0.777  -0.352  1.096
N  -1.519  -0.290  0.176
N  0.129  0.466  -1.166
Si  1.260  1.078  -2.266
H  -2.758  0.640  1.853
H  -1.840  -2.489  1.381
H  1.847  -0.726  0.786
H  0.878  0.639  1.659
H  0.427  -1.055  1.908
H  2.806  0.714  -2.394
H  1.214  2.467  -2.203
H  1.154  0.599  -3.580

Properties
HOMO-LUMO gap (alpha / beta) in eV: 6.45 / 6.92
E_tot in eV: -15126.8528
Strongest force on any atom in eV Å⁻¹: 6.5
Charge: 0
Spin multiplicity: 3
Energy relative to the best compared isomer or geometry (same formula, charge and spin) in eV: 3.042

natural (NBO) population analysis, charges in e, atoms 1 to 2:
1. C -0.07
2. C -0.15

***

- Which value of strongest force on any atom does entry 2 give?
  4.9 eV Å⁻¹